Record 1
C2HF3N2 | ωB97M-V with the def2-TZVPD basis set

Element x y z (Å)
C: 1.81847 0.69712 -1.35356
H: 0.04715 -0.43855 0.32520
N: -1.09076 2.45717 0.12770
F: 2.46619 -0.20101 -0.59060
C: -0.88169 1.32870 0.17842
F: 1.70858 1.89967 -0.94027
N: -0.40132 0.24649 -0.24591
F: 1.99717 0.46944 -2.62195

Forces on atoms 1 to 2 (eV/Å):
C -2.4 -2.7 1.2
H 0.1 -0.1 0.8

## Properties
Calculated total energy ... -485.764614 hartree
Kohn-Sham gap (alpha / beta) ... 7.08 / 9.92 eV
Energy above the lowest of the compared OMol25 structures with the same formula, charge and spin ... 89.5 kcal per mole
E_LUMO (alpha / beta) ... -2.083 / -0.366 eV
Multiplicity ... 1



Record 2
C2HF3O | ωB97M-V with the def2-TZVPD basis set

Element x y z (Å)
F: 0.31304 0.59766 -1.77421
F: 0.86812 1.37155 0.81788
C: 0.55911 0.15259 0.45281
H: -1.67637 0.43633 -0.04950
C: -0.80192 -0.39911 0.18433
F: 1.60543 -0.55396 0.43849
O: -0.86740 -1.60506 -0.06979

Forces on atoms 1 to 2 (eV/Å):
F 0.1 -0.6 2.9
F -1.3 -1.6 -0.1

## Properties
Calculated total energy ... -451.500765 hartree
Kohn-Sham gap (alpha / beta) ... 8.61 / 8.52 eV
Energy above the lowest of the compared OMol25 structures with the same formula, charge and spin ... 86.3 kcal per mole
E_LUMO (alpha / beta) ... -2.738 / -2.752 eV
Multiplicity ... 1



Record 3
C2HF5 | ωB97M-V with the def2-TZVPD basis set

Element x y z (Å)
F: 1.58873 -1.31254 -1.04626
F: 1.79415 0.64968 -0.37537
C: -1.38926 0.40372 0.19775
F: -2.20808 -0.33311 -0.53425
F: -0.99555 1.48252 -0.54403
H: -1.85028 0.61789 1.23897
C: 1.26154 -0.50373 -0.03855
F: 1.79875 -1.00444 1.10174

Forces on atoms 1 to 2 (eV/Å):
F -0.9 -0.5 0.3
F -0.3 0.7 0.8

## Properties
Calculated total energy ... -575.999071 hartree
Kohn-Sham gap (alpha / beta) ... 10.08 / 8.84 eV
Energy above the lowest of the compared OMol25 structures with the same formula, charge and spin ... 97.5 kcal per mole
E_LUMO (alpha / beta) ... -0.403 / -0.985 eV
Multiplicity ... 1



Record 4
C2HF5O2S | ωB97M-V with the def2-TZVPD basis set

Element x y z (Å)
S: -1.18299 0.86032 -1.30153
C: 1.84909 1.00725 1.12715
F: -1.21226 -1.61701 0.00710
F: 0.55288 -1.95014 -1.04998
H: -2.14900 1.33054 -0.19366
C: -0.05203 -1.17764 -0.15258
F: 1.32481 1.96321 0.42115
F: 1.93945 1.43750 2.31187
O: 0.12042 -0.01888 -0.21176
F: 0.57231 -1.61926 1.11668
O: -1.76268 -0.21588 -2.07445

Forces on atoms 1 to 2 (eV/Å):
S 0.3 0.0 1.0
C 1.3 -1.3 -1.1

## Properties
Calculated total energy ... -1124.610684 hartree
Kohn-Sham gap ... 8.99 eV
Energy above the lowest of the compared OMol25 structures with the same formula, charge and spin ... 98.9 kcal per mole
E_LUMO ... -1.524 eV
Multiplicity ... 1



Record 5
C2HF6NO3RuS2 | ωB97M-V with the def2-TZVPD basis set

Element x y z (Å)
F: -0.35092 -2.87859 -0.90267
C: -0.41846 -2.16442 0.20665
F: 3.32501 2.30306 0.53328
C: 2.70657 1.12862 0.37520
O: -4.88162 1.40114 0.40309
S: 1.48648 1.32848 -0.95644
Ru: -3.42105 0.36398 -0.50037
F: 2.16024 0.78804 1.54772
F: -1.48617 -2.54199 0.89663
F: 3.63498 0.20556 0.10852
F: 0.66560 -2.38116 0.93509
H: -4.86721 2.36575 0.44647
O: -1.81647 -0.37181 -1.06412
S: -0.54459 -0.34226 -0.15377
N: 0.79133 -0.22277 -1.04261
O: -3.69838 0.98301 1.27085

Forces on atoms 1 to 2 (eV/Å):
F 0.0 0.4 -0.1
C 0.2 -1.3 0.2

## Properties
Calculated total energy ... -1847.159267 hartree
Kohn-Sham gap (alpha / beta) ... 8.14 / 5.19 eV
Charge ... +1
⟨S²⟩ ... 8.767
E_LUMO (alpha / beta) ... -4.028 / -8.346 eV
Multiplicity ... 6



Record 6
C2HFIN | ωB97M-V with the def2-TZVPD basis set

Element x y z (Å)
I: 0.06267 1.68996 -2.22378
C: 1.67072 -0.10961 -0.47125
C: 0.33507 -0.05446 -1.00700
F: -0.09319 -1.16034 -1.61144
H: -0.35740 0.06393 0.23251
N: 2.67507 -0.04310 0.07064

Forces on atoms 1 to 2 (eV/Å):
I 0.0 -0.4 0.3
C 0.1 -0.1 -0.4

## Properties
Calculated total energy ... -529.049125 hartree
Kohn-Sham gap ... 9.94 eV
Energy above the lowest of the compared OMol25 structures with the same formula, charge and spin ... 21.6 kcal per mole
E_LUMO ... -0.504 eV
Multiplicity ... 1



Record 7
C2HFIN | ωB97M-V with the def2-TZVPD basis set

Element x y z (Å)
F: -0.30035 -0.53219 1.46936
I: 1.94508 -0.91763 -0.27089
N: -0.44661 2.03287 -0.67211
C: -0.27848 0.96953 -0.30372
C: -0.09571 -0.39999 0.17710
H: -0.82393 -1.15258 -0.39975

Forces on atoms 1 to 2 (eV/Å):
F -0.4 0.1 1.7
I -0.1 -0.2 -0.1

## Properties
Calculated total energy ... -529.083527 hartree
Kohn-Sham gap ... 10.02 eV
Energy above the lowest of the compared OMol25 structures with the same formula, charge and spin ... 0.0 kcal per mole
SMILES ... N#C[C@H](F)I
E_LUMO ... -0.358 eV
Multiplicity ... 1



Record 8
C2HFIO4S | ωB97M-V with the def2-TZVPD basis set

Element x y z (Å)
O: -1.02155 -1.01349 0.20628
S: -0.26417 0.03927 -0.53892
C: 1.56056 -0.87925 1.12574
O: 0.35548 -0.43986 -1.77375
H: 0.83078 -1.61242 0.89936
O: 2.65038 -0.90543 1.73245
O: 1.19291 0.21476 0.48713
I: -2.42730 1.30295 -2.16788
C: -1.11059 1.69406 -0.57268
F: -1.76649 1.59942 0.60227

Forces on atoms 1 to 2 (eV/Å):
O 1.0 2.1 -1.0
S 0.3 -4.0 0.1

## Properties
Calculated total energy ... -1173.504191 hartree
Kohn-Sham gap ... 7.34 eV
Charge ... -1
Energy above the lowest of the compared OMol25 structures with the same formula, charge and spin ... 37.6 kcal per mole
E_LUMO ... 2.839 eV
Multiplicity ... 1